Entry 1:
Molecular formula: C2H4ClI
Method: DFT, the ωB97M-V functional and the def2-TZVPD basis

**Spin multiplicity**: 3
**HOMO (spin up / spin down)**: -6.0 / -10.0 eV
**HOMO-LUMO gap (spin up / spin down)**: 6.69 / 6.30 eV
**Lowest unoccupied orbital energy (spin up / spin down)**: 0.0264 / -0.1372 Ha

```
8
C2H4ClI | OMol25 | the ωB97M-V functional and the def2-TZVPD basis
C -0.2937 0.0314 -0.3652
C 1.1510 -0.6797 0.4385
Cl 1.2568 -2.3780 -0.1177
I 3.0424 0.3420 -0.0157
H -0.2032 -0.3474 -1.4486
H -0.1236 1.0721 -0.1573
H -1.2927 -0.4539 -0.0669
H 0.9990 -0.8941 1.4376
```

=====

Entry 2:
Molecular formula: C2H4ClN
Method: DFT, the ωB97M-V functional and the def2-TZVPD basis

**HOMO**: -9.7 eV
**HOMO-LUMO gap**: 10.89 eV
**Lowest unoccupied orbital energy**: 0.0434 Ha
**SMILES**: Cl[C@@H]1CN1

```
8
C2H4ClN | OMol25 | the ωB97M-V functional and the def2-TZVPD basis
Cl -2.0258 0.1469 -0.0770
C -0.4550 -0.0442 0.5596
C 0.7138 0.5139 -0.1655
N 0.4248 -0.8743 -0.1134
H -0.6145 -0.3737 1.6423
H 0.3754 0.8974 -1.1043
H 1.5051 0.9214 0.2705
H 0.0762 -1.1874 -1.0122
```

=====

Entry 3:
Molecular formula: C2H4ClN2
Method: DFT, the ωB97M-V functional and the def2-TZVPD basis

**HOMO**: -15.6 eV
**HOMO-LUMO gap**: 9.01 eV
**Net charge**: +1
**Lowest unoccupied orbital energy**: -0.2413 Ha

```
9
C2H4ClN2 | OMol25 | the ωB97M-V functional and the def2-TZVPD basis
C 0.7068 -0.9409 0.1850
C 0.1509 0.9757 -1.2432
N 0.2096 -0.0370 -0.5312
N 0.1335 2.0676 -1.6737
Cl -1.1491 -1.5554 2.5903
H 0.1540 -1.8209 0.3027
H 1.8114 -0.8527 0.5794
H -0.3134 2.6213 -2.5251
H -1.7038 -0.4578 2.3159
```

=====

Entry 4:
Molecular formula: C2H4ClN2
Method: DFT, the ωB97M-V functional and the def2-TZVPD basis

**HOMO (spin up / spin down)**: -15.7 / -16.0 eV
**HOMO-LUMO gap (spin up / spin down)**: 6.43 / 7.36 eV
**Net charge**: +1
**Lowest unoccupied orbital energy (spin up / spin down)**: -0.3412 / -0.3178 Ha

```
9
C2H4ClN2 | OMol25 | the ωB97M-V functional and the def2-TZVPD basis
C 0.6765 -0.1153 0.0836
C -1.6587 0.0259 -0.6738
N -0.4626 -0.2212 -0.0451
N 1.8213 0.0935 0.5786
Cl 3.1100 -0.1428 2.4558
H -2.1166 -0.9732 -1.1471
H -2.4302 0.2817 0.1956
H -1.6254 0.9326 -1.3468
H 2.6856 0.1188 -0.1009
```

=====

Entry 5:
Molecular formula: C2H4ClN2O2
Method: DFT, the ωB97M-V functional and the def2-TZVPD basis

**HOMO**: -3.0 eV
**HOMO-LUMO gap**: 6.42 eV
**Net charge**: -1
**Lowest unoccupied orbital energy**: 0.1249 Ha
**SMILES**: [O-]/N=C/[C@H](Cl)NO

```
11
C2H4ClN2O2 | OMol25 | the ωB97M-V functional and the def2-TZVPD basis
O 2.5692 -1.4496 -0.5130
N 1.4735 -0.8788 -0.0381
C 0.2195 -1.0778 -0.3576
C -0.8570 -0.2601 0.2232
Cl -2.3856 -0.8543 -0.2733
N -0.6583 1.3925 -0.4552
O 0.6288 1.7985 -0.5581
H 0.0947 -2.0006 -0.8622
H -0.8403 -0.0105 1.3201
H -0.9822 1.1424 -1.3826
H 1.2882 0.9158 -0.5444
```

=====

Entry 6:
Molecular formula: C2H4ClN2P
Method: DFT, the ωB97M-V functional and the def2-TZVPD basis

**HOMO**: -7.3 eV
**HOMO-LUMO gap**: 6.74 eV
**Lowest unoccupied orbital energy**: -0.0214 Ha

```
10
C2H4ClN2P | OMol25 | the ωB97M-V functional and the def2-TZVPD basis
C 0.2585 1.3057 1.4049
C -0.0564 -0.8815 -1.6024
N 1.0361 0.2998 1.4658
N -0.9381 -0.0426 -1.2803
P 1.4243 -1.1901 1.3179
Cl -2.3845 -0.5743 -0.4852
H 0.2488 2.2059 1.9963
H -0.3301 1.2739 0.5073
H 0.7494 -0.4609 -2.2481
H -0.0081 -1.9360 -1.0763
```

=====

Entry 7:
Molecular formula: C2H4ClN3
Method: DFT, the ωB97M-V functional and the def2-TZVPD basis

**HOMO (spin up / spin down)**: -8.6 / -8.6 eV
**HOMO-LUMO gap (spin up / spin down)**: 7.59 / 7.65 eV
**Lowest unoccupied orbital energy (spin up / spin down)**: -0.0364 / -0.0368 Ha

```
10
C2H4ClN3 | OMol25 | the ωB97M-V functional and the def2-TZVPD basis
C 0.9234 0.5876 1.7372
C 0.0140 -0.7477 -0.0903
N 0.8196 -0.1916 0.7337
N -0.2594 -1.8147 -0.5376
N -0.3363 0.8618 -1.4635
Cl -1.2031 -2.3104 -1.8936
H 1.9348 0.8841 2.1693
H 0.1248 1.1450 2.1311
H -1.0838 1.4816 -0.9318
H -0.9339 0.1043 -1.8544
```

=====

Entry 8:
Molecular formula: C2H4ClNO2
Method: DFT, the ωB97M-V functional and the def2-TZVPD basis

**HOMO (spin up / spin down)**: -9.3 / -9.3 eV
**HOMO-LUMO gap (spin up / spin down)**: 9.30 / 9.30 eV
**Lowest unoccupied orbital energy (spin up / spin down)**: -0.0014 / -0.0015 Ha
**SMILES**: C=[N+]([O-])OCCl

```
10
C2H4ClNO2 | OMol25 | the ωB97M-V functional and the def2-TZVPD basis
C -1.9718 -0.2329 -0.8298
N -0.7738 0.1899 -0.2883
O -0.2551 1.3394 -0.5210
O 0.3168 -0.7352 0.2325
C 1.5271 -0.1345 0.8432
Cl 2.7030 0.2944 -0.4920
H -2.4118 0.4830 -1.4884
H -2.2813 -1.1372 -0.4557
H 1.8296 -0.8877 1.5809
H 1.3173 0.8208 1.4186
```

=====

Entry 9:
Molecular formula: C2H4ClNO2
Method: DFT, the ωB97M-V functional and the def2-TZVPD basis

**HOMO**: -10.3 eV
**HOMO-LUMO gap**: 11.02 eV
**Lowest unoccupied orbital energy**: 0.0259 Ha
**SMILES**: O=C1O[C@@H]1Cl.N

```
10
C2H4ClNO2 | OMol25 | the ωB97M-V functional and the def2-TZVPD basis
O 2.0162 -2.1006 0.7525
C 2.3098 -1.1974 0.0707
O 3.1483 -0.6811 -0.7950
C 1.9753 0.1568 -0.4206
Cl 2.5037 1.6375 0.4073
H 1.1189 0.1433 -1.0468
N -0.5483 -0.2933 0.1182
H -0.0364 -1.0042 0.6700
H -1.4788 -0.6222 0.1970
H -0.3913 0.5097 0.6617
```

=====

Entry 10:
Molecular formula: C2H4ClNO2
Method: DFT, the ωB97M-V functional and the def2-TZVPD basis

**HOMO**: -10.7 eV
**HOMO-LUMO gap**: 11.40 eV
**Lowest unoccupied orbital energy**: 0.0251 Ha
**SMILES**: N[C@@H]1OC1=O.Cl

```
10
C2H4ClNO2 | OMol25 | the ωB97M-V functional and the def2-TZVPD basis
N -0.6816 1.2698 0.0289
C 0.2935 0.5432 -0.5868
O -0.2367 -0.2025 -1.9289
C -0.0381 -0.8631 -0.8507
O -0.1578 -1.9172 -0.3565
H -0.7249 2.2446 0.1175
H -1.1085 0.7889 0.8078
H 1.2967 0.8470 -0.7284
Cl 0.7667 -1.0144 2.3646
H 0.5906 -1.6962 1.1325
```

=====

Entry 11:
Molecular formula: C2H4ClNO2
Method: DFT, the ωB97M-V functional and the def2-TZVPD basis

**HOMO**: -9.9 eV
**HOMO-LUMO gap**: 9.78 eV
**Lowest unoccupied orbital energy**: -0.0040 Ha
**SMILES**: C=CCl.O=NO

```
10
C2H4ClNO2 | OMol25 | the ωB97M-V functional and the def2-TZVPD basis
C 1.9658 0.6222 -1.1404
C 0.9417 0.8800 -0.2968
Cl -0.1069 2.2198 -0.5601
H 2.6489 -0.1643 -1.0628
H 1.8074 1.0153 -2.1991
H 1.1273 0.4419 0.6763
O -1.9254 -1.2485 2.6264
N -1.6805 -0.8218 1.5108
O -2.5295 -1.5165 0.6807
H -2.2488 -1.4281 -0.2350
```

=====

Entry 12:
Molecular formula: C2H4ClNO3
Method: DFT, the ωB97M-V functional and the def2-TZVPD basis

**HOMO**: -10.3 eV
**HOMO-LUMO gap**: 10.86 eV
**Lowest unoccupied orbital energy**: 0.0197 Ha
**SMILES**: CON(O)C(=O)Cl

```
11
C2H4ClNO3 | OMol25 | the ωB97M-V functional and the def2-TZVPD basis
C -1.5476 -0.4840 -0.3011
O -0.7214 -0.1172 0.8024
N 0.5173 0.3467 0.4448
O 0.5526 1.6857 0.1252
C 1.4672 -0.5211 0.0413
O 1.3919 -1.7070 0.0565
Cl 2.9342 0.3344 -0.4384
H -2.5018 -0.7489 0.1455
H -1.1281 -1.3438 -0.8264
H -1.6735 0.3577 -0.9861
H 0.7092 2.1976 0.9364
```

=====

Entry 13:
Molecular formula: C2H4ClO2S
Method: DFT, the ωB97M-V functional and the def2-TZVPD basis

**HOMO**: -3.2 eV
**HOMO-LUMO gap**: 6.90 eV
**Net charge**: -1
**Lowest unoccupied orbital energy**: 0.1348 Ha

```
10
C2H4ClO2S | OMol25 | the ωB97M-V functional and the def2-TZVPD basis
C 1.1150 0.5074 0.2014
C -0.1031 -0.2884 0.6143
O -0.5260 -0.0450 -2.0427
O -2.4127 -1.0077 -0.8252
S -1.5010 0.1148 -0.8932
Cl -0.7561 0.0211 2.2409
H 1.0211 1.5967 0.4988
H 1.1374 0.6447 -0.8163
H 1.9432 -0.0697 0.5391
H 0.0822 -1.4739 0.4829
```

=====

Entry 14:
Molecular formula: C2H4ClOP
Method: DFT, the ωB97M-V functional and the def2-TZVPD basis

**HOMO (spin up / spin down)**: -8.4 / -9.0 eV
**HOMO-LUMO gap (spin up / spin down)**: 6.78 / 8.75 eV
**Lowest unoccupied orbital energy (spin up / spin down)**: -0.0610 / -0.0096 Ha

```
9
C2H4ClOP | OMol25 | the ωB97M-V functional and the def2-TZVPD basis
C 0.6518 -0.5968 -1.6385
C -0.8181 0.8877 1.4315
O -0.5199 -0.7642 -1.7417
P 1.6043 -0.5210 -0.0182
Cl -1.6914 0.9736 0.0202
H 1.2674 -0.1832 -2.5161
H -0.6272 1.7629 2.0961
H -0.7162 -0.0745 1.8673
H 0.8493 -1.4845 0.4995
```

=====

Entry 15:
Molecular formula: C2H4ClP
Method: DFT, the ωB97M-V functional and the def2-TZVPD basis

**HOMO (spin up / spin down)**: -8.1 / -8.0 eV
**HOMO-LUMO gap (spin up / spin down)**: 7.04 / 6.88 eV
**Lowest unoccupied orbital energy (spin up / spin down)**: -0.0389 / -0.0415 Ha

```
8
C2H4ClP | OMol25 | the ωB97M-V functional and the def2-TZVPD basis
C -0.8211 -0.4885 0.3250
C -1.2688 0.4757 -0.4467
P 2.4844 0.8200 0.2070
Cl 3.7540 -0.5631 -0.1384
H -1.1860 -0.7663 1.3012
H -2.2233 1.0240 -0.0711
H -0.7977 0.5628 -1.3560
H 0.0586 -1.0647 0.1788
```

=====

Entry 16:
Molecular formula: C2H4ClPSi
Method: DFT, the ωB97M-V functional and the def2-TZVPD basis

**HOMO (spin up / spin down)**: -8.2 / -8.2 eV
**HOMO-LUMO gap (spin up / spin down)**: 7.00 / 7.00 eV
**Lowest unoccupied orbital energy (spin up / spin down)**: -0.0449 / -0.0448 Ha

```
9
C2H4ClPSi | OMol25 | the ωB97M-V functional and the def2-TZVPD basis
C 0.5121 -1.8730 -1.2652
C 0.2566 -0.7913 -0.8035
Si -0.0606 0.5837 0.3490
P -2.9158 1.0977 -3.8841
Cl -1.2464 0.5162 -2.9669
H 0.6703 -2.7479 -1.7518
H 1.2332 1.3079 0.7996
H -1.0476 0.1184 1.3982
H -0.7058 1.7921 -0.4769
```

=====

Entry 17:
Molecular formula: C2H4CuF3NO5S2
Method: DFT, the ωB97M-V functional and the def2-TZVPD basis

**HOMO**: -4.7 eV
**HOMO-LUMO gap**: 7.20 eV
**Net charge**: -1
**Lowest unoccupied orbital energy**: 0.0906 Ha

```
18
C2H4CuF3NO5S2 | OMol25 | the ωB97M-V functional and the def2-TZVPD basis
N 0.6378 0.2271 -0.8586
S -0.3285 -1.1115 -1.5882
O 1.0025 -1.8579 -1.9333
O -1.0820 -1.6433 -0.4004
S 0.0512 1.3264 0.0971
O -1.3957 1.1453 0.3297
O 0.5634 2.6469 -0.2579
C 0.7941 1.0009 1.7802
F 0.5250 -0.2349 2.1675
F 2.1078 1.1653 1.7312
F 0.2844 1.8554 2.6548
Cu -2.9145 -0.6283 0.5100
O -4.9201 -0.7658 0.7934
H -5.5858 -1.4389 0.6564
C 2.2783 -0.4855 -1.4319
H 2.4428 -1.1675 -0.5856
H 3.3491 -0.2455 -1.3837
H 2.1901 0.2118 -2.2807
```

=====

Entry 18:
Molecular formula: C2H4CuO2
Method: DFT, the ωB97M-V functional and the def2-TZVPD basis

**HOMO (spin up / spin down)**: -14.7 / -14.7 eV
**HOMO-LUMO gap (spin up / spin down)**: 9.16 / 9.16 eV
**Net charge**: +1
**Lowest unoccupied orbital energy (spin up / spin down)**: -0.2027 / -0.2028 Ha

```
9
C2H4CuO2 | OMol25 | the ωB97M-V functional and the def2-TZVPD basis
C 0.4790 0.3047 -0.0212
C -0.5701 1.3006 -0.0879
O -0.0681 -0.8352 0.2037
H 1.3546 0.2832 -0.6787
H -0.4493 1.9055 -0.9965
H -0.5384 1.9309 0.8126
Cu 0.6480 -3.4047 1.0446
O 0.5943 -1.9401 -0.3369
H -1.4501 0.4551 0.0603
```

=====

Entry 19:
Molecular formula: C2H4EuO3
Method: DFT, the ωB97M-V functional and the def2-TZVPD basis

**Spin multiplicity**: 8
**HOMO (spin up / spin down)**: -19.6 / -19.6 eV
**HOMO-LUMO gap (spin up / spin down)**: 9.44 / 9.69 eV
**Net charge**: +2
**Lowest unoccupied orbital energy (spin up / spin down)**: -0.3715 / -0.3631 Ha

```
10
C2H4EuO3 | OMol25 | the ωB97M-V functional and the def2-TZVPD basis
O 1.1454 1.8066 -0.8549
C 0.2817 1.0424 -0.5341
Eu -1.0223 -1.8060 0.2012
O -0.1382 0.7210 0.6882
O 0.0169 -0.0436 -1.2758
H 0.6521 -0.0285 -2.0537
C 0.2531 1.4934 1.8387
H 1.0838 0.9853 2.3372
H 0.5764 2.4805 1.4984
H -0.6178 1.5144 2.4990
```

=====

Entry 20:
Molecular formula: C2H4F2N2OS
Method: DFT, the ωB97M-V functional and the def2-TZVPD basis

**HOMO**: -8.9 eV
**HOMO-LUMO gap**: 9.65 eV
**Lowest unoccupied orbital energy**: 0.0288 Ha
**SMILES**: O/N=C(/NS)C(F)F

```
12
C2H4F2N2OS | OMol25 | the ωB97M-V functional and the def2-TZVPD basis
O -1.3030 -1.8052 0.0596
N -0.0146 -1.3786 -0.1204
C 0.0479 -0.1090 -0.1878
N 1.2508 0.5209 -0.3961
S 2.7838 -0.2125 -0.1634
C -1.2053 0.7599 -0.0737
F -1.7630 0.6545 1.1646
F -0.7785 2.1025 -0.2005
H -1.1762 -2.7569 0.1868
H 1.1693 1.5056 -0.5116
H 2.9530 0.2105 1.1299
H -1.9642 0.5084 -0.8875
```

=====

no.,electronic energy (eV)
1,-22756.7325
2,-16149.6003
3,-17631.5972
4,-17628.8672
5,-21732.5115
6,-26925.9963
7,-19125.8441
8,-20241.2230
9,-20244.4300
10,-20245.1752
11,-20242.1874
12,-22290.5855
13,-29591.9629
14,-25993.1881
15,-23946.9323
16,-31823.2053
17,-88323.6706
18,-50860.5983
19,-27592.3924
20,-23434.4421